This record from the OMol25 dataset describes a single C2H3FOS molecule in a non-equilibrium geometry. The level of theory is wB97M-V/def2-TZVPD.

Last column: Löwdin charge in e.
Cartesian coordinates (Å):
O -1.040 1.049 -0.051  0.02
C -0.570 -0.144 0.074  -0.87
S -1.482 -1.506 -0.028  0.72
C 0.991 -0.071 -0.025  -0.21
F 1.455 -1.340 -0.017  -0.05
H -1.989 0.991 0.035  0.10
H 1.425 0.544 -0.902  0.16
H 1.211 0.476 0.915  0.13

Values from the calculation:
DFT total energy: -17721.974 eV
Gap between HOMO and LUMO: 0.345 hartree
Molar mass: 94.11 g/mol
ΔE to the lowest compared entry with this formula, charge and spin: 0.876 eV
HOMO level: -9.168 eV
SMILES: OC(=S)CF